Computed, not measured: the molecule C29H32N2O3, with ωB97M-V with the def2-TZVPD basis set.

Cartesian coordinates (Å):
C (-2.488, -2.459, -2.981)
C (-2.970, -2.137, -1.600)
C (-4.276, -2.423, -1.219)
C (-4.729, -2.099, 0.047)
C (-3.882, -1.488, 0.954)
C (-2.566, -1.219, 0.596)
C (-1.701, -0.485, 1.564)
O (-1.987, 0.641, 1.934)
N (-0.602, -1.128, 2.046)
C (-0.178, -2.451, 1.659)
C (1.073, -2.435, 0.753)
C (1.266, -1.089, 0.067)
O (1.143, -0.975, -1.140)
N (1.579, -0.048, 0.870)
C (1.763, 1.260, 0.263)
C (0.761, 2.297, 0.804)
O (0.624, 3.404, -0.057)
C (-0.193, 3.178, -1.192)
C (-1.610, 2.777, -0.859)
C (-2.298, 3.429, 0.156)
C (-3.593, 3.063, 0.471)
C (-4.219, 2.053, -0.237)
C (-3.543, 1.405, -1.255)
C (-2.240, 1.757, -1.558)
C (3.216, 1.745, 0.393)
C (4.148, 0.723, -0.192)
C (4.279, 0.602, -1.570)
C (5.081, -0.382, -2.118)
C (5.764, -1.261, -1.294)
C (5.645, -1.145, 0.080)
C (4.840, -0.160, 0.625)
C (1.668, -0.194, 2.303)
C (0.280, -0.415, 2.941)
C (-2.121, -1.534, -0.682)
H (-2.682, -3.504, -3.221)
H (-3.012, -1.848, -3.715)
H (-1.422, -2.268, -3.070)
H (-4.945, -2.894, -1.926)
H (-5.749, -2.316, 0.327)
H (-4.230, -1.217, 1.939)
H (0.032, -3.024, 2.570)
H (-1.006, -2.933, 1.138)
H (0.965, -3.180, -0.035)
H (1.974, -2.675, 1.319)
H (1.553, 1.100, -0.800)
H (-0.213, 1.822, 0.970)
H (1.117, 2.717, 1.750)
H (0.254, 2.426, -1.856)
H (-0.192, 4.140, -1.717)
H (-1.800, 4.214, 0.707)
H (-4.113, 3.565, 1.273)
H (-5.230, 1.763, 0.009)
H (-4.028, 0.611, -1.805)
H (-1.708, 1.234, -2.340)
H (3.290, 2.693, -0.142)
H (3.462, 1.927, 1.442)
H (3.746, 1.283, -2.217)
H (5.171, -0.467, -3.190)
H (6.389, -2.032, -1.720)
H (6.178, -1.824, 0.729)
H (4.755, -0.072, 1.700)
H (2.112, 0.710, 2.718)
H (2.330, -1.032, 2.545)
H (0.387, -0.974, 3.877)
H (-0.204, 0.542, 3.149)
H (-1.113, -1.294, -0.980)

Summary:
Spin multiplicity: 1
Net charge: 0
Highest occupied orbital energy (eV): -8.78
Frontier orbital gap (eV): 9.4